{"formula": "C31H40FN7O3S4SbTi", "method": "ωB97M-V with the def2-TZVPD basis set", "symbols": ["Ti", "C", "S", "C", "S", "N", "N", "C", "C", "C", "C", "C", "C", "N", "H", "H", "H", "H", "H", "H", "H", "H", "F", "C", "C", "C", "C", "O", "C", "C", "N", "C", "C", "C", "C", "C", "C", "N", "C", "C", "N", "C", "C", "C", "O", "O", "H", "H", "H", "H", "H", "H", "H", "H", "H", "H", "H", "H", "H", "H", "H", "H", "H", "H", "C", "Sb", "C", "C", "H", "H", "H", "H", "H", "H", "H", "H", "H", "S", "C", "N", "C", "C", "S", "H", "H", "H", "H", "H"], "positions_angstrom": [[-2.13367, 0.40307, 1.87483], [-3.71067, 5.47355, 1.97756], [-4.34252, 4.49650, 3.35441], [-3.67378, 2.91051, 2.99911], [-2.11367, 2.79581, 2.20115], [-4.35015, 1.90726, 3.43532], [-3.71951, 0.70982, 3.18074], [-4.32829, -0.36664, 3.62186], [-3.69652, -1.60040, 3.33560], [-4.20731, -2.85489, 3.71281], [-3.49741, -3.98530, 3.41136], [-2.26575, -3.86949, 2.73847], [-1.82031, -2.62868, 2.37844], [-2.52065, -1.50079, 2.64788], [-4.18614, 6.44838, 2.07738], [-3.99574, 5.03176, 1.02569], [-2.63228, 5.59781, 2.02654], [-5.25883, -0.29253, 4.17106], [-5.14847, -2.90324, 4.24346], [-3.87506, -4.95935, 3.69145], [-1.67867, -4.74007, 2.48548], [-0.89820, -2.48240, 1.83138], [4.11125, -1.33919, -0.19689], [3.15586, -0.62659, -0.85176], [1.99236, -0.32517, -0.18684], [1.00750, 0.44637, -0.82918], [-0.23238, 0.72899, -0.21374], [-0.41304, 0.34338, 1.05151], [-1.26833, 1.32725, -0.99997], [-0.95141, 1.81006, -2.22869], [0.29899, 1.70484, -2.76868], [0.55813, 2.29978, -4.05006], [1.63246, 3.34301, -4.13803], [0.18853, 3.73856, -4.24085], [1.26765, 0.90819, -2.15023], [2.42933, 0.54547, -2.80159], [3.40028, -0.23956, -2.15864], [4.57624, -0.60933, -2.87472], [5.14105, -1.92058, -2.66762], [5.93689, -2.31279, -3.89800], [7.00711, -1.26901, -4.11476], [6.42415, 0.11555, -4.25850], [5.59129, 0.40846, -3.02487], [-2.72286, 1.35775, -0.65330], [-3.51552, 2.11326, -1.14538], [-3.06973, 0.39038, 0.22128], [1.83309, -0.68115, 0.82008], [-1.69847, 2.29314, -2.84138], [0.42923, 1.63343, -4.89766], [2.23804, 3.36811, -5.03357], [2.14794, 3.58625, -3.21910], [-0.20542, 4.03145, -5.20276], [-0.24451, 4.24872, -3.39182], [2.59553, 0.84443, -3.82699], [4.34646, -2.64924, -2.51716], [5.79722, -1.97167, -1.78363], [5.31629, -2.30803, -4.79205], [6.43859, -3.27295, -3.79202], [7.57572, -1.50392, -4.92794], [7.63064, -1.27498, -3.30337], [5.80661, 0.09424, -5.15458], [7.25379, 0.80799, -4.38817], [5.12545, 1.38574, -3.13776], [6.25664, 0.46542, -2.14366], [0.59575, 2.50531, 4.62996], [-0.21275, 0.56833, 4.30239], [1.65157, -0.36199, 3.82177], [-0.32752, -0.05780, 6.33717], [1.49257, 2.42286, 5.24351], [-0.13202, 3.14331, 5.12870], [0.84310, 2.95940, 3.67180], [2.30110, -0.35297, 4.69699], [2.12324, 0.20431, 3.01949], [1.51290, -1.39084, 3.49168], [0.59493, 0.22970, 6.84020], [-0.44663, -1.13880, 6.39248], [-1.17284, 0.41257, 6.83595], [-1.09573, -2.47467, -1.14230], [-2.67729, -2.95598, -1.27101], [-3.74321, -2.30590, -0.79994], [-5.04775, -2.75975, -1.25463], [-4.88648, -4.25158, -1.52761], [-3.16556, -4.43252, -2.08079], [-3.60449, -1.35603, -0.45980], [-5.33539, -2.22617, -2.16554], [-5.79856, -2.56943, -0.48901], [-5.56282, -4.59667, -2.30520], [-5.04120, -4.84143, -0.62523]], "charge": 1, "largest_force_ev_per_a": 1.83, "multiplicity": 3, "gap_ev": [4.20, 6.81]}

---

{"formula": "C31H40N3O", "method": "ωB97M-V with the def2-TZVPD basis set", "symbols": ["C", "C", "C", "C", "C", "N", "C", "C", "C", "H", "H", "H", "H", "H", "H", "H", "H", "H", "H", "H", "H", "H", "C", "N", "C", "O", "C", "C", "C", "C", "C", "C", "C", "C", "N", "C", "C", "C", "C", "C", "C", "C", "C", "C", "C", "C", "C", "C", "H", "H", "H", "H", "H", "H", "H", "H", "H", "H", "H", "H", "H", "H", "H", "H", "H", "H", "H", "H", "H", "H", "H", "H", "H", "H", "H"], "positions_angstrom": [[-3.47072, -6.10363, -1.66962], [-3.00688, -5.47716, -0.34168], [-2.11303, -4.27068, -0.43565], [-0.69499, -4.25987, -0.41551], [0.22119, -5.38986, -0.63579], [-0.27176, -2.95064, -0.39678], [-1.35256, -2.07354, -0.43232], [-2.52345, -2.91443, -0.54776], [-3.93975, -2.47676, -0.64111], [-4.09852, -6.97910, -1.45539], [-4.06457, -5.39565, -2.25988], [-2.62191, -6.43307, -2.28147], [-3.90934, -5.20237, 0.23142], [-2.51438, -6.26430, 0.25518], [-0.28093, -6.34691, -0.45996], [0.57358, -5.39437, -1.68192], [1.11131, -5.36064, 0.00866], [0.69080, -2.65947, -0.14313], [-1.25562, -1.14888, -1.02854], [-3.98483, -1.39680, -0.85191], [-4.47785, -3.01863, -1.44042], [-4.51433, -2.64281, 0.28861], [3.80937, 4.67753, 0.97075], [2.65764, 4.02409, 0.40284], [2.08700, 4.51546, -0.73792], [2.44022, 5.52901, -1.33569], [0.94182, 3.57214, -1.11388], [1.11411, 2.93717, -2.48647], [1.16024, 3.93572, -3.61386], [2.27748, 3.97191, -4.45149], [2.38781, 4.96377, -5.42907], [1.34248, 5.88609, -5.60456], [0.18528, 5.79804, -4.81351], [0.09255, 4.81193, -3.82376], [0.97340, 2.57744, -0.04777], [0.09047, 1.54501, -0.04065], [0.04198, 0.54405, 0.90986], [-0.93912, -0.48794, 1.01147], [-0.94646, -1.35311, 2.18628], [-2.04857, -2.18761, 2.48184], [-2.05343, -3.02224, 3.58375], [-1.00754, -2.96631, 4.51867], [-1.02878, -3.84663, 5.71728], [0.03189, -2.05978, 4.30884], [0.11155, -1.31255, 3.13751], [2.04208, 2.81799, 0.95176], [3.07229, 1.67611, 0.97421], [1.46935, 3.12992, 2.34741], [4.09568, 5.50738, 0.31668], [3.59699, 5.07263, 1.97478], [4.65458, 3.97991, 1.05171], [-0.00736, 4.13994, -1.05945], [2.04744, 2.35590, -2.47287], [0.28504, 2.23680, -2.64768], [3.07398, 3.24029, -4.29670], [3.28779, 5.01702, -6.05001], [1.42763, 6.67158, -6.36316], [-0.64332, 6.49798, -4.96157], [-0.79630, 4.73118, -3.19385], [-0.58559, 1.51968, -0.90278], [0.81586, 0.66206, 1.68330], [-1.94762, -0.21576, 0.59254], [-2.90428, -2.20992, 1.79357], [-2.89274, -3.70135, 3.76453], [-0.17535, -3.62487, 6.35596], [-1.94073, -3.71585, 6.30352], [-0.98374, -4.89454, 5.41349], [0.79380, -1.92807, 5.08114], [1.00699, -0.70714, 2.96520], [3.52289, 1.57667, -0.02541], [3.85252, 1.89866, 1.71615], [2.61610, 0.71501, 1.23049], [0.92026, 4.08206, 2.29716], [0.77810, 2.35394, 2.69527], [2.29484, 3.22123, 3.06910]], "charge": 1, "largest_force_ev_per_a": 2.66, "multiplicity": 1, "gap_ev": 6.35}

---

{"formula": "C31H40N5O2SZr", "method": "ωB97M-V with the def2-TZVPD basis set", "symbols": ["Zr", "C", "C", "C", "N", "C", "C", "C", "C", "C", "C", "C", "N", "C", "C", "C", "N", "C", "C", "C", "C", "C", "C", "C", "N", "C", "C", "H", "H", "H", "H", "H", "H", "H", "H", "H", "H", "H", "H", "H", "H", "H", "H", "H", "H", "H", "H", "H", "H", "H", "H", "H", "H", "O", "N", "C", "C", "C", "C", "C", "S", "H", "H", "H", "H", "C", "C", "O", "C", "C", "H", "H", "H", "H", "H", "H", "H", "H", "H", "H"], "positions_angstrom": [[-0.12822, 0.62878, -0.29079], [-0.07863, -1.66221, 3.01573], [-0.18393, -0.34785, 3.80040], [-0.26339, 0.93393, 2.93081], [-1.02366, 0.75300, 1.70657], [-2.29431, 0.35689, 1.82713], [-3.02552, 0.44127, 3.02485], [-4.16694, -0.22188, 3.43913], [-4.88510, -1.20109, 2.76437], [-4.78169, -1.51389, 1.42244], [-4.00811, -0.90373, 0.44033], [-2.92618, -0.01972, 0.54061], [-2.32057, 0.55748, -0.49821], [-3.03156, 0.65149, -1.75953], [-2.67856, -0.46894, -2.74372], [-1.18629, -0.42165, -3.09387], [-0.32142, -0.67273, -1.95410], [0.06175, -1.92786, -1.70071], [-0.49622, -3.06017, -2.31595], [0.00521, -4.33941, -2.49667], [1.28433, -4.80152, -2.21795], [2.23814, -4.15882, -1.45269], [2.09987, -3.01100, -0.67513], [1.09538, -2.04178, -0.63401], [1.01321, -1.07521, 0.28609], [1.87200, -1.09291, 1.45823], [1.33663, -2.02268, 2.56131], [-0.73724, -1.63378, 2.13788], [-0.43607, -2.46539, 3.66599], [0.67385, -0.25413, 4.47087], [-1.08414, -0.40560, 4.41705], [0.74341, 1.25590, 2.64629], [-0.69104, 1.74538, 3.54525], [-2.61482, 1.12132, 3.76274], [-4.50222, 0.00653, 4.44512], [-5.63003, -1.73993, 3.33791], [-5.44640, -2.29404, 1.06598], [-4.24750, -1.23236, -0.56210], [-2.75115, 1.61128, -2.21510], [-4.11927, 0.67747, -1.59139], [-3.25945, -0.34398, -3.65953], [-2.93141, -1.43512, -2.30064], [-0.96897, 0.58855, -3.46374], [-0.97194, -1.13434, -3.90476], [-1.47264, -2.90865, -2.75189], [-0.65983, -5.03321, -2.99976], [1.55354, -5.76914, -2.62423], [3.18928, -4.66857, -1.35572], [2.93404, -2.85011, -0.00248], [1.92525, -0.07090, 1.84149], [2.90072, -1.40084, 1.22394], [2.01713, -1.98752, 3.41786], [1.32876, -3.04815, 2.18137], [1.27840, 1.87521, 0.37810], [0.92537, 3.14098, 0.66456], [1.55518, 3.78805, 1.68786], [1.18346, 5.04707, 2.06605], [0.15414, 5.69748, 1.37958], [-0.42256, 5.06005, 0.28516], [-0.03333, 3.78318, -0.08872], [-0.62452, 2.97113, -1.47282], [2.35469, 3.23662, 2.15618], [1.69318, 5.53034, 2.88474], [-0.17350, 6.67951, 1.67329], [-1.18642, 5.53855, -0.30555], [1.69154, 1.49588, -3.86467], [2.30707, 0.24202, -3.25627], [2.47619, 0.43189, -1.85293], [3.78152, 0.13820, -1.36898], [4.23264, 1.20034, -0.38140], [1.34572, 1.29794, -4.87552], [2.42335, 2.29966, -3.89447], [0.85799, 1.82159, -3.24054], [3.27736, 0.04292, -3.73036], [1.66755, -0.63568, -3.41924], [4.49322, 0.10214, -2.20135], [3.78257, -0.85270, -0.89920], [4.37180, 2.14760, -0.89413], [5.16962, 0.90738, 0.07911], [3.46965, 1.32421, 0.37848]], "charge": 0, "largest_force_ev_per_a": 2.69, "multiplicity": 2, "gap_ev": [3.75, 6.31]}

---

Sequential calculated total energy output: -4596.46383 -1444.50811 -2074.73578 Eh